This record from OMol25 describes C2H5N3O in the gas phase. The level of theory is ωB97M-V with the def2-TZVPD basis set.

Each line ends with the Mulliken charge.
Atoms and positions in Å:
N -0.3479 -0.2651 -1.0170  -0.39
C 0.2265 0.6988 0.3968  0.62
N 1.5251 0.4468 0.6580  -0.43
C -0.9611 -1.2438 -0.3830  0.07
N -0.4852 1.5966 0.8570  -0.63
O -1.0327 -1.1641 0.8584  -0.60
H -0.1097 -0.3802 -1.9939  0.19
H 1.9368 -0.3690 0.2360  0.23
H 2.1230 1.2596 0.6349  0.27
H -1.4793 1.5024 0.7009  0.28
H -1.3955 -2.0819 -0.9482  0.39

The charge is 0. The value obtained for the HOMO energy is -9.493 eV. The SMILES is [H]/N=C(/N)NC=O. The calculation puts the HOMO-LUMO gap at 10.3 eV. For the LUMO energy, the calculation gives 0.805 eV.

***

This record from OMol25 describes C2H5N3O2 in the gas phase. The level of theory is ωB97M-V with the def2-TZVPD basis set.

Each line ends with the Mulliken charge.
Atoms and positions in Å:
C -0.9811 0.7147 0.1527  -0.21
C 0.0255 -0.0891 0.6455  0.28
N 1.1076 -0.4601 -0.3413  -0.13
N -0.2977 0.3584 -2.0247  -0.24
N 0.3091 -0.6324 1.9014  -0.46
O -0.9541 1.2194 -1.1344  -0.24
O 1.1307 0.2668 -1.4958  -0.29
H -1.8156 0.9499 0.7967  0.33
H 1.3944 -1.5149 -0.4307  0.24
H -0.0167 0.8091 -2.8629  0.28
H 0.1541 -1.5693 2.1442  0.21
H -0.0561 -0.0527 2.6491  0.23

The charge is 0. The value obtained for the HOMO energy is -8.129 eV. The SMILES is Nc1co[nH]o[nH]1. The calculation puts the HOMO-LUMO gap at 9.0 eV. For the LUMO energy, the calculation gives 0.915 eV.

***

This record from OMol25 describes C2H5N3O2 in the gas phase. The level of theory is ωB97M-V with the def2-TZVPD basis set.

Each line ends with the Mulliken charge.
Atoms and positions in Å:
C -0.6063 -0.6162 -0.0218  0.40
C 1.8187 0.2241 -0.1502  0.08
H -2.2509 0.5655 0.2728  0.27
H -2.4716 -1.0888 -0.3907  0.30
H 0.6700 -1.9753 0.6031  0.29
H -0.1492 2.3406 -0.3929  0.36
H 2.2784 1.2386 0.0290  0.31
N -1.9365 -0.1845 -0.3772  -0.53
N -0.3285 -1.7862 0.3398  -0.65
N 0.4453 0.3542 -0.1247  0.19
O -0.0701 1.6617 0.3637  -0.50
O 2.6007 -0.7337 -0.1509  -0.53

The charge is 0. The value obtained for the HOMO energy is -9.992 eV. The SMILES is [H]/N=C(/N)N(O)C=O. The calculation puts the HOMO-LUMO gap at 10.4 eV. For the LUMO energy, the calculation gives 0.367 eV.

***

This record from OMol25 describes 2 unconnected molecules or ions with the total composition C2H5N3O2. The level of theory is ωB97M-V with the def2-TZVPD basis set.

Each line ends with the Mulliken charge.
Atoms and positions in Å:
C 1.4526 -0.1173 0.0232  0.51
C -2.2801 -0.3576 -0.1422  0.14
H 3.2293 0.7613 -0.2740  0.21
H 1.6537 2.2600 0.1503  0.33
H -0.1845 1.1359 0.0121  0.22
H -0.6378 -1.5665 -0.5032  0.26
H -2.9066 -1.4098 -0.1541  0.23
N 2.3182 0.9760 -0.0489  -0.52
N 0.1392 0.3154 -0.3041  -0.15
N -0.8303 -0.5529 -0.2116  -0.15
O 1.8792 -1.1743 0.3438  -0.51
O -2.8265 0.7367 0.3355  -0.57

The charge is 0. The value obtained for the HOMO energy is -8.761 eV. The calculation puts the HOMO-LUMO gap at 8.4 eV. For the LUMO energy, the calculation gives -0.357 eV.

***

no.,DFT total energy (Ha)
1,-318.662715
2,-393.737634
3,-393.878967
4,-393.807639